Version P
DFT (wB97M-V/def2-TZVPD) results for a 2-piece molecular cluster, C11H12N3 overall.

Positions of all 26 atoms, in Å:
1 C 2.820 -0.101 -0.059
2 C 3.036 -1.037 -1.035
3 C 0.860 -1.016 -0.577
4 N 1.471 -0.115 0.198
5 N 1.810 -1.580 -1.329
6 H 3.511 0.562 0.462
7 H 3.953 -1.352 -1.533
8 H -0.206 -1.246 -0.592
9 H 0.984 0.482 0.890
10 H 1.631 -2.320 -2.031
11 C -0.290 1.188 2.006
12 C 0.045 2.326 1.307
13 C -2.304 -1.437 0.133
14 C -2.378 -0.733 -1.088
15 C -1.642 -0.909 1.231
16 C -1.790 0.516 -1.234
17 C -1.035 0.355 1.116
18 C -1.122 1.046 -0.125
19 N -0.456 2.239 0.027
20 H -0.026 0.981 3.043
21 H 0.608 3.205 1.622
22 H -2.782 -2.422 0.210
23 H -2.910 -1.181 -1.937
24 H -1.592 -1.467 2.175
25 H -1.848 1.063 -2.185
26 H -0.348 2.953 -0.697

Properties
Kohn-Sham gap   9.465 eV
Spin multiplicity   1
E_LUMO   -2.5 eV
Charge   +1

Version Q
DFT (wB97M-V/def2-TZVPD) results for an isolated ion of composition C11H12N3 and charge +1.

Positions of all 26 atoms, in Å:
1 C -1.780 1.464 1.027
2 C -1.284 0.298 1.470
3 C -1.913 -1.051 1.220
4 C -1.188 -1.945 0.542
5 C 0.156 -1.561 0.041
6 C 0.147 -0.495 -0.924
7 N 1.244 -0.140 -1.621
8 C 1.209 0.913 -2.342
9 N 0.041 1.751 -2.423
10 C -1.002 1.382 -1.656
11 N -0.963 0.241 -0.977
12 C 0.925 -0.644 1.066
13 C 2.392 -0.945 1.164
14 C 0.161 0.286 1.674
15 H -2.852 1.444 0.770
16 H -1.224 2.292 1.142
17 H -2.782 -1.199 1.667
18 H -1.420 -3.068 0.268
19 H 0.745 -2.367 -0.195
20 H 2.045 1.017 -2.948
21 H 0.074 2.558 -3.040
22 H -1.925 1.959 -1.921
23 H 2.838 -1.366 0.300
24 H 3.032 -0.106 1.382
25 H 2.671 -1.671 1.867
26 H 0.656 0.954 2.447

Properties
Kohn-Sham gap (spin up / spin down)   7.644 / 7.643 eV
Spin multiplicity   1
Structure (SMILES)   C=C1C=C[C@@H](c2nc[nH+]cn2)C(C)=C1
E_LUMO (spin up / spin down)   -4.6 / -4.6 eV
Charge   +1

It comes down to version P, which is 468.2 kJ/mol more stable than the next structure.

Version P
DFT (wB97M-V/def2-TZVPD) results for CH3O4Si as an isolated structure.

Positions of all 9 atoms, in Å:
1 C 0.753 1.607 1.534
2 O 1.836 0.997 1.733
3 O 0.221 2.579 2.008
4 O -0.497 -1.104 0.913
5 O -1.198 -1.018 -2.093
6 Si 0.248 0.115 0.346
7 H -1.531 -1.831 -2.642
8 H -1.064 -1.340 -1.093
9 H 1.231 -0.005 -0.705

Properties
Kohn-Sham gap   7.346 eV
Spin multiplicity   1
E_LUMO   3.4 eV
Charge   -1

Version Q
DFT (wB97M-V/def2-TZVPD) results for a 2-piece molecular cluster, CH3O4Si overall.

Positions of all 9 atoms, in Å:
1 C 0.896 -1.543 1.954
2 O 1.773 -0.725 2.385
3 O 0.765 -2.720 2.222
4 O -0.063 1.030 1.131
5 O 0.727 -1.175 -1.550
6 Si -0.228 -0.546 0.683
7 H 0.753 1.063 1.658
8 H 1.391 -1.613 -1.195
9 H -1.383 -0.832 0.016

Properties
Kohn-Sham gap   8.495 eV
Spin multiplicity   1
E_LUMO   3.8 eV
Charge   -1

Version R
DFT (wB97M-V/def2-TZVPD) results for an isolated ion of composition CH3O4Si and charge -1.

Positions of all 9 atoms, in Å:
1 O 0.748 0.431 2.253
2 C 0.598 0.181 1.104
3 O 1.820 0.278 0.222
4 Si -0.786 -0.480 -0.127
5 O -0.067 -1.801 -0.622
6 O -1.249 0.811 -1.147
7 H 1.416 0.167 -0.791
8 H -2.169 -0.782 0.482
9 H -0.311 1.194 -1.373

Properties
Kohn-Sham gap   8.317 eV
Spin multiplicity   1
Structure (SMILES)   O=C(O)[Si@H]([O-])O
E_LUMO   3.8 eV
Charge   -1

It comes down to version R, which is 112.3 kJ/mol more stable than the next structure.

Version P
DFT (wB97M-V/def2-TZVPD) results for a 2-piece molecular cluster, C2H3O2S2 overall.

Positions of all 9 atoms, in Å:
1 C -0.316 -0.667 1.078
2 C 1.502 -0.185 -1.538
3 O -0.997 1.632 2.109
4 O -1.770 0.967 -0.250
5 S -0.597 -2.121 1.529
6 S -1.649 0.680 1.212
7 H 1.104 -1.146 -1.441
8 H 0.608 0.562 -1.860
9 H 2.115 0.278 -0.840

Properties
Kohn-Sham gap (spin up / spin down)   7.261 / 6.273 eV
Spin multiplicity   1
E_LUMO (spin up / spin down)   3.2 / 3.3 eV
Charge   -1

Version Q
DFT (wB97M-V/def2-TZVPD) results for a 2-piece molecular cluster, C2H3O2S2 overall.

Positions of all 9 atoms, in Å:
1 C 0.684 -0.185 -2.235
2 C 0.848 -0.484 -0.744
3 O -1.850 1.761 2.315
4 O -2.225 -0.714 2.198
5 S 1.468 0.954 -3.014
6 S -1.421 0.403 2.728
7 H 1.948 -0.547 -0.535
8 H 0.294 0.279 -0.216
9 H 0.253 -1.468 -0.496

Properties
Kohn-Sham gap (spin up / spin down)   7.102 / 3.187 eV
Spin multiplicity   1
E_LUMO (spin up / spin down)   2.5 / 1.8 eV
Charge   -1

It comes down to version Q, which is 174.7 kJ/mol more stable than the next structure.

Version P
DFT (wB97M-V/def2-TZVPD) results for C5H14NO2 as an isolated structure.

Positions of all 22 atoms, in Å:
1 C -4.006 0.921 0.574
2 C -2.729 0.254 -0.745
3 N -2.424 0.939 0.419
4 C 0.914 0.722 0.203
5 C 0.894 -0.838 0.464
6 C 2.104 -1.535 -0.300
7 O 3.258 -1.345 0.549
8 H -4.135 1.662 1.311
9 H -4.678 1.210 -0.254
10 H -4.432 0.092 1.019
11 H -2.887 -0.838 -0.858
12 H -2.858 0.744 -1.778
13 H 0.910 -1.075 1.587
14 H 1.594 1.233 0.903
15 H -0.063 1.200 0.156
16 H 1.358 0.987 -0.791
17 H -0.135 -1.256 0.249
18 H 2.258 -1.080 -1.292
19 H 1.964 -2.599 -0.547
20 H 3.757 -0.518 0.018
21 H 5.000 0.236 -0.626
22 O 4.335 0.884 -0.259

Properties
Kohn-Sham gap   5.290 eV
Spin multiplicity   1
E_LUMO   2.1 eV
Charge   -1

Version Q
DFT (wB97M-V/def2-TZVPD) results for a 2-piece molecular cluster, C5H14NO2 overall.

Positions of all 22 atoms, in Å:
1 C -1.082 1.743 -1.137
2 C -0.505 0.511 -0.389
3 C 0.139 0.841 0.950
4 C 1.454 1.572 0.753
5 N -1.616 -0.477 -0.323
6 C -1.051 -1.874 -0.272
7 O -0.204 -2.089 0.748
8 H -0.669 1.845 -2.142
9 H -2.149 1.565 -1.237
10 H -0.995 2.668 -0.561
11 H 0.240 -0.008 -0.991
12 H -0.564 1.254 1.682
13 H 0.325 -0.143 1.394
14 H 2.021 1.615 1.689
15 H 1.379 2.537 0.273
16 H 2.126 0.903 0.197
17 H -2.076 -0.355 0.577
18 H -1.977 -2.481 -0.263
19 H -0.604 -2.077 -1.270
20 H 1.164 -2.551 -0.053
21 H 2.509 -2.257 0.558
22 O 2.134 -2.742 -0.181

Properties
Kohn-Sham gap   7.228 eV
Spin multiplicity   1
E_LUMO   3.8 eV
Charge   -1

Version R
DFT (wB97M-V/def2-TZVPD) results for C5H14NO2 as an isolated structure.

Positions of all 22 atoms, in Å:
1 C -1.615 0.243 0.458
2 O -2.371 -0.941 0.520
3 C -0.296 0.069 -0.214
4 C 0.578 1.240 -0.550
5 C 2.007 0.797 -0.441
6 C 2.400 -0.478 -0.900
7 N 1.226 -0.816 1.903
8 H -2.202 1.011 -0.079
9 H -1.470 0.566 1.509
10 H 0.354 -0.308 0.698
11 H -0.119 -0.839 -0.776
12 H 0.413 1.784 -1.492
13 H 0.545 1.984 0.237
14 H 2.211 -0.176 0.379
15 H 2.778 1.572 -0.420
16 H 1.785 -1.263 -1.314
17 H 3.472 -0.610 -1.065
18 H 0.780 -0.902 2.809
19 H 1.743 -1.673 1.709
20 H -4.988 -0.314 -1.592
21 H -3.111 -0.822 -0.172
22 O -4.122 -0.126 -1.209

Properties
Kohn-Sham gap   4.843 eV
Spin multiplicity   1
E_LUMO   1.9 eV
Charge   -1

It comes down to version Q, which is 551.7 kJ/mol more stable than the next structure.

Version P
DFT (wB97M-V/def2-TZVPD) results for a 2-piece molecular cluster, C2H2BrF3 overall.

Positions of all 8 atoms, in Å:
1 C -0.842 0.606 -0.151
2 C 0.712 -0.803 0.151
3 F -1.073 1.107 0.983
4 F -0.410 1.568 -1.049
5 F 0.670 -1.563 -0.887
6 Br 2.411 0.162 0.226
7 H -1.831 0.137 -0.472
8 H 0.361 -1.213 1.200

Properties
Kohn-Sham gap   10.304 eV
Spin multiplicity   1
E_LUMO   0.7 eV
Charge   0

Version Q
DFT (wB97M-V/def2-TZVPD) results for one molecule with the formula C2H2BrF3.

Positions of all 8 atoms, in Å:
1 F -1.033 -1.503 -0.135
2 C -0.647 -0.366 -0.527
3 F -1.635 0.542 -0.391
4 C 0.586 0.219 0.584
5 F 1.078 -0.906 1.047
6 Br 1.900 1.371 -0.254
7 H -0.216 -0.178 -1.585
8 H -0.033 0.819 1.261

Properties
Kohn-Sham gap   11.262 eV
Spin multiplicity   1
Structure (SMILES)   FC(F)[C@@H](F)Br
E_LUMO   0.8 eV
Charge   0

It comes down to version Q, which is 142.0 kJ/mol more stable than the next structure.

Version P
DFT (wB97M-V/def2-TZVPD) results for C4H11N2S as an isolated structure.

Positions of all 18 atoms, in Å:
1 C -0.062 0.078 -1.163
2 C 1.092 -1.739 0.646
3 C 0.168 1.511 -1.410
4 C 0.400 -0.316 0.721
5 N -0.554 -0.785 -1.837
6 N -1.011 -0.281 1.362
7 S -1.140 2.518 -0.477
8 H 1.959 -1.800 1.377
9 H 1.552 -2.010 -0.243
10 H 0.527 -2.551 0.942
11 H 0.080 1.809 -2.469
12 H 1.182 1.921 -1.122
13 H 1.002 0.457 1.136
14 H -0.809 -1.679 -1.442
15 H -1.352 0.667 1.040
16 H -1.142 -0.401 2.348
17 H -1.566 -0.963 0.944
18 H -0.325 3.565 -0.352

Properties
Kohn-Sham gap   10.105 eV
Spin multiplicity   1
E_LUMO   -3.3 eV
Charge   +1

Version Q
DFT (wB97M-V/def2-TZVPD) results for an isolated ion of composition C4H11N2S and charge +1.

Positions of all 18 atoms, in Å:
1 H 0.275 0.806 2.197
2 N -0.388 1.216 1.556
3 C -0.521 0.852 0.393
4 C -1.546 1.324 -0.550
5 S -2.668 -0.099 -0.890
6 C 0.499 -0.486 -0.373
7 C 0.629 -1.592 0.641
8 N 1.840 0.083 -0.703
9 H -1.133 1.605 -1.516
10 H -2.118 2.148 -0.131
11 H -3.311 -0.063 0.272
12 H -0.013 -0.796 -1.279
13 H -0.361 -1.942 0.921
14 H 1.131 -1.251 1.546
15 H 1.179 -2.443 0.243
16 H 2.227 0.573 0.115
17 H 1.786 0.739 -1.492
18 H 2.493 -0.676 -0.949

Properties
Kohn-Sham gap   9.109 eV
Spin multiplicity   1
Structure (SMILES)   [H]/N=C(/CS)[C@H](C)[NH3+]
E_LUMO   -3.8 eV
Charge   +1

Version R
DFT (wB97M-V/def2-TZVPD) results for an isolated ion of composition C4H11N2S and charge +1.

Positions of all 18 atoms, in Å:
1 C 2.501 0.131 -0.977
2 N 2.185 -0.528 0.310
3 C 0.757 0.232 0.827
4 S 0.369 1.755 0.029
5 C -0.424 0.137 -0.092
6 N -1.786 -0.104 0.551
7 C -2.765 -0.132 -0.540
8 H 3.276 -0.497 -1.436
9 H 1.610 0.300 -1.510
10 H 2.885 1.169 -0.920
11 H 2.789 -0.411 1.140
12 H 0.899 0.130 1.916
13 H -0.382 -0.325 -1.067
14 H -1.815 -1.084 0.988
15 H -1.990 0.609 1.269
16 H -3.647 -0.815 -0.289
17 H -3.214 0.883 -0.794
18 H -2.347 -0.549 -1.528

Properties
Kohn-Sham gap   9.343 eV
Spin multiplicity   1
Structure (SMILES)   CN[C@H]1S[C@@H]1[NH2+]C
E_LUMO   -3.5 eV
Charge   +1

It comes down to version Q, which is 113.4 kJ/mol more stable than the next structure.

Version P
DFT (wB97M-V/def2-TZVPD) results for a 5-piece molecular cluster, C3H14O5 overall.

Positions of all 22 atoms, in Å:
1 C 0.889 -2.221 1.403
2 C 0.687 -0.962 0.937
3 C 1.963 -0.251 0.569
4 O 1.855 0.568 -0.480
5 H -0.028 -2.862 1.775
6 H 1.796 -2.716 1.561
7 H -0.237 -0.483 0.894
8 H 2.217 0.145 1.504
9 H 2.703 -1.005 0.198
10 H 0.978 1.045 -0.176
11 O -3.230 1.813 2.033
12 H -2.810 2.324 2.680
13 H -3.423 1.122 2.508
14 O -1.681 -0.438 -2.372
15 H -0.798 -0.531 -2.369
16 H -2.053 -0.881 -1.652
17 O -0.608 2.130 0.024
18 H -0.993 1.852 -0.871
19 H -1.411 2.438 0.474
20 O 1.048 -0.549 -2.995
21 H 1.685 -0.158 -3.557
22 H 1.453 -0.378 -2.089

Properties
Kohn-Sham gap   10.014 eV
Spin multiplicity   1
Structure (SMILES)   C=CCO.O.O.O.O
E_LUMO   0.3 eV
Charge   0

Version Q
DFT (wB97M-V/def2-TZVPD) results for a 5-piece molecular cluster, C3H14O5 overall.

Positions of all 22 atoms, in Å:
1 C 0.746 -2.074 -1.557
2 C 1.219 -0.734 -1.003
3 C 0.740 0.421 -1.471
4 O 1.215 1.527 -0.769
5 H 0.654 -2.784 -0.740
6 H -0.259 -2.030 -1.977
7 H 1.428 -2.465 -2.308
8 H 1.891 -0.867 -0.162
9 H 0.089 0.547 -2.329
10 H 0.939 2.344 -1.196
11 O 0.221 0.636 3.494
12 H -0.238 1.295 2.958
13 H -0.411 -0.106 3.396
14 O 2.664 0.812 1.933
15 H 2.264 1.083 1.088
16 H 1.751 0.646 2.281
17 O -2.935 -0.974 -0.865
18 H -3.889 -1.006 -0.723
19 H -2.596 -1.246 -0.001
20 O -1.959 1.720 0.345
21 H -2.465 1.390 -0.406
22 H -1.070 1.865 0.010

Properties
Kohn-Sham gap   9.257 eV
Spin multiplicity   1
Structure (SMILES)   C/C=C/O.O.O.O.O
E_LUMO   0.2 eV
Charge   0

It comes down to version Q, which is 128.4 kJ/mol more stable than the next structure.